Record 1
{"formula": "C4H12O3", "method": "wB97M-V/def2-TZVPD", "species": ["C", "C", "C", "O", "C", "O", "H", "H", "H", "H", "H", "H", "H", "H", "H", "H", "H", "H", "O"], "xyz": [[-0.34359, -0.16340, -0.37740], [-0.34848, -1.36561, 0.57026], [-0.01847, -1.01583, 1.99737], [-0.92606, -0.05797, 2.50039], [0.60123, -0.26642, -1.59980], [0.80190, -1.62789, -1.98274], [-1.30987, 0.06849, -0.71227], [0.04742, 0.69750, 0.17193], [-1.24722, -1.96478, 0.48358], [0.45414, -2.03292, 0.23755], [0.01231, -1.90888, 2.63905], [1.03252, -0.67754, 2.03082], [-0.64008, 0.25026, 3.36423], [0.20156, 0.31383, -2.43620], [1.56026, 0.21201, -1.38021], [0.72176, -1.68576, -2.93496], [0.18728, 3.07978, -1.02866], [-0.62481, 4.18063, -0.36283], [-0.16179, 3.96452, -1.18011]], "forces_ev_per_a": [[1.72, 0.14, 0.14], [0.85, -0.40, -0.41], [0.72, -0.40, 0.41], [-0.18, 0.26, -0.05], [-0.20, -0.14, 0.14], [-0.05, 0.23, -0.05], [-1.43, 0.33, -0.35], [-0.38, 0.14, 0.14], [-0.35, 0.13, 0.08], [-0.11, -0.09, 0.11], [-0.39, -0.06, -0.18], [-0.26, 0.45, -0.08], [0.05, -0.08, -0.01], [-0.20, -0.08, 0.02], [0.17, -0.29, 0.18], [0.05, -0.09, -0.11], [-0.02, 0.04, -0.02], [0.02, 0.00, -0.09], [-0.01, -0.06, 0.12]], "nbo_charge": [-0.419, -0.427, -0.053, -0.729, -0.059, -0.733, 0.208, 0.196, 0.212, 0.229, 0.161, 0.148, 0.470, 0.166, 0.153, 0.475, 0.467, 0.470, -0.935], "lumo_energy_ev": 0.674, "e_above_lowest_ev": 0.916, "orbital_gap_ha": 0.403, "multiplicity": 1, "fmax_ev_per_a": 1.73, "smiles": "OCCCCO.O"}

---

Record 2
{"formula": "C4H12O3", "method": "wB97M-V/def2-TZVPD", "species": ["C", "C", "C", "O", "C", "H", "H", "H", "H", "H", "H", "H", "H", "H", "H", "O", "H", "H", "O"], "xyz": [[-1.81568, -1.57449, -0.03214], [-0.87547, -0.55524, -0.73611], [-0.70792, 0.76283, -0.33187], [-0.50185, 1.05013, 1.12714], [0.06010, 1.80462, -1.09853], [-2.24882, -2.29825, -0.67088], [-1.29765, -2.09062, 0.80384], [-2.60553, -0.87572, 0.36870], [-0.44375, -0.88044, -1.74091], [-0.84903, 1.96776, 1.39372], [1.17323, 1.71138, -0.84347], [-0.01121, 1.53957, -2.21563], [-0.43840, 2.75808, -0.86420], [0.35081, -0.36106, 1.47967], [0.87883, -1.52000, 2.47173], [1.02168, -1.09904, 1.61366], [2.17746, -0.49040, 0.09950], [3.52448, 0.14077, -0.24152], [2.60872, 0.01011, -0.58269]], "forces_ev_per_a": [[1.08, 2.59, 1.59], [-0.71, 1.10, -0.24], [2.63, -2.16, 0.87], [-2.52, 1.22, -1.40], [0.51, -1.22, -1.34], [-0.30, -0.52, -0.86], [-0.39, 0.28, -0.44], [0.49, -1.29, -0.06], [-0.90, 0.97, 1.25], [0.74, -2.06, -0.83], [-1.66, 0.60, -0.08], [-0.08, 0.75, 1.58], [0.67, 0.05, -0.41], [1.00, -1.10, 0.77], [-0.09, 0.37, -0.31], [-0.55, 0.54, -0.15], [-0.52, -0.59, 0.83], [-1.10, -0.15, -0.43], [1.69, 0.63, -0.33]], "nbo_charge": [-0.652, -0.220, 0.274, -0.782, -0.692, 0.219, 0.226, 0.219, 0.224, 0.498, 0.272, 0.224, 0.207, 0.511, 0.479, -1.005, 0.497, 0.468, -0.965], "lumo_energy_ev": 0.535, "e_above_lowest_ev": 1.775, "orbital_gap_ha": 0.342, "multiplicity": 1, "fmax_ev_per_a": 3.51, "smiles": "C/C=C(/C)O.O.O"}

---

Record 3
{"formula": "C4H12O3", "method": "wB97M-V/def2-TZVPD", "species": ["C", "C", "C", "C", "H", "H", "H", "H", "H", "H", "H", "H", "O", "H", "H", "O", "H", "H", "O"], "xyz": [[3.44665, 0.57316, -1.65829], [2.46777, -0.23006, -1.25861], [1.08630, 0.21418, -1.01163], [0.20672, -0.61264, -0.45940], [3.23044, 1.62427, -1.84322], [4.47701, 0.27117, -1.78599], [2.64248, -1.29418, -1.13895], [0.82927, 1.15981, -1.47568], [-0.81214, -0.36423, -0.26010], [0.43792, -1.64961, -0.24665], [0.16441, 1.54895, 3.36929], [0.75146, 0.89418, 2.18462], [0.75088, 0.81257, 3.14931], [-2.96797, 0.98384, 1.21379], [-3.02630, -0.39942, 1.79218], [-2.81701, 0.51061, 2.03726], [-4.01302, -2.00762, -1.04856], [-3.20294, -0.71518, -1.07832], [-3.65191, -1.31979, -0.48103]], "forces_ev_per_a": [[-0.17, 0.47, 0.03], [-0.03, -0.08, -0.21], [0.56, -0.67, -0.73], [-0.15, -0.19, -0.17], [0.10, -0.08, 0.09], [-0.10, -0.21, -0.09], [0.14, 0.01, 0.27], [-0.19, 0.29, 0.60], [-0.51, 0.38, 0.01], [0.37, 0.12, 0.28], [0.02, -0.24, 0.37], [0.21, -0.41, 0.08], [-0.23, 0.57, -0.49], [-0.06, 0.14, 0.06], [0.00, -0.02, 0.10], [0.03, -0.10, -0.21], [-0.01, -0.01, 0.04], [0.02, -0.02, -0.10], [0.03, 0.05, 0.08]], "nbo_charge": [-0.370, -0.218, -0.226, -0.373, 0.187, 0.205, 0.200, 0.205, 0.191, 0.197, 0.465, 0.466, -0.932, 0.459, 0.481, -0.939, 0.479, 0.470, -0.949], "lumo_energy_ev": 0.348, "e_above_lowest_ev": 1.542, "orbital_gap_ha": 0.351, "multiplicity": 1, "fmax_ev_per_a": 1.14, "smiles": "C=CC=C.O.O.O"}

---

Record 4
{"formula": "C4H12O3", "method": "wB97M-V/def2-TZVPD", "species": ["C", "O", "C", "C", "C", "O", "H", "H", "H", "H", "H", "H", "H", "H", "H", "H", "H", "H", "O"], "xyz": [[-0.77518, -0.82783, 1.21021], [-1.00909, -1.53198, 0.00056], [-0.12645, 0.51984, 0.70849], [1.34336, 0.16541, 0.30814], [2.28039, 1.35460, 0.24006], [1.19535, -0.42578, -1.01526], [-0.01703, -1.45689, 1.71611], [-1.63256, -0.90840, 1.87038], [-0.12873, -1.46562, -0.49906], [-0.15235, 1.32050, 1.46136], [-0.66872, 1.01197, -0.09006], [1.66753, -0.72530, 0.84792], [3.22378, 0.87639, -0.01905], [2.31707, 1.96019, 1.13978], [1.92757, 2.01413, -0.55898], [0.97645, 0.28559, -1.61765], [-2.04178, 1.09979, -0.62305], [-2.77290, -0.31341, -0.90708], [-2.61675, 0.59889, -1.19157]], "forces_ev_per_a": [[-0.19, -0.81, -0.56], [0.04, 0.26, 0.68], [1.50, 0.60, 1.65], [-1.81, 0.16, -1.01], [-0.31, -0.76, -0.25], [0.02, -0.60, 0.52], [0.40, 0.47, -0.01], [-0.51, 0.67, -0.48], [0.12, 0.15, -0.65], [-0.02, -0.71, 0.58], [0.43, -0.65, -0.27], [0.47, 0.63, 0.59], [0.35, 0.73, 0.02], [0.20, -0.27, 0.23], [0.24, -0.05, -0.07], [-0.07, 0.20, -0.61], [-0.52, -0.18, 0.40], [0.14, 0.56, 0.29], [-0.48, -0.38, -1.04]], "lowdin_spin": [0.103, 0.676, 0.084, 0.006, 0.009, 0.022, 0.047, 0.000, 0.001, 0.008, -0.001, 0.000, 0.002, 0.000, 0.000, 0.000, 0.000, -0.002, 0.047], "lumo_energy_ev": [-3.094, -9.760], "e_above_lowest_ev": 2.301, "total_charge": 1, "orbital_gap_ha": [0.467, 0.210], "multiplicity": 2, "s2": 0.7544, "fmax_ev_per_a": 2.31}

---

> Number 2 is which compound?

C4H12O3